Computed, not measured: a structure of composition C22H37BrN2PtSi2, with wB97M-V/def2-TZVPD.

Calculated values
F_max: 0.0054 hartree/bohr
total charge: -2
LUMO (spin up / spin down): 4.3 / 4.3 eV
E_tot: -4242.2529 Ha
E_HOMO (spin up / spin down): 0.0064 / 0.0484 Eh

Each line ends with the Mulliken charge.
Cartesian coordinates (Å):
Pt 2.31 -3.60 -0.31  -0.055
C -0.23 -1.76 -0.14  -0.900
N 0.81 -2.28 0.76  0.007
C 1.40 -1.18 1.50  -1.009
C 0.20 -3.26 1.69  -0.689
C -0.10 -4.53 0.94  1.104
C -1.22 -5.30 1.23  -0.704
C -1.46 -6.47 0.52  -0.524
C -0.58 -6.84 -0.49  -0.592
C 0.53 -6.06 -0.78  -0.396
C 0.82 -4.89 -0.07  -0.231
H -1.00 -1.21 0.43  0.424
H -0.69 -2.58 -0.68  0.269
H 0.23 -1.09 -0.86  0.070
H 0.65 -0.65 2.11  0.429
H 1.83 -0.46 0.80  0.215
H 2.20 -1.56 2.14  0.181
H -0.69 -2.84 2.16  0.318
H 0.95 -3.46 2.47  0.306
H -1.91 -4.98 2.00  0.324
H -2.34 -7.08 0.74  0.336
H -0.76 -7.74 -1.06  0.342
H 1.20 -6.35 -1.58  0.395
Br 2.57 -0.63 -2.37  -0.040
C 3.97 -1.00 -1.16  0.187
C 4.99 -0.07 -1.05  -0.569
C 6.01 -0.32 -0.15  -0.229
C 5.98 -1.51 0.56  -0.701
C 4.94 -2.39 0.36  -0.327
N 3.90 -2.13 -0.47  -0.025
H 4.96 0.83 -1.65  0.389
H 6.82 0.39 -0.02  0.349
H 6.77 -1.78 1.26  0.365
H 4.89 -3.36 0.84  0.475
C -4.40 4.92 -2.06  -1.127
Si -4.05 3.84 -0.51  0.200
C -4.53 5.02 0.90  -1.103
C -5.45 2.55 -0.57  -1.093
C -2.45 3.08 -0.37  -0.130
Si -0.87 3.81 0.01  0.030
C 0.15 4.54 -1.44  -1.068
C -1.01 5.30 1.20  -1.065
C 0.36 2.61 0.80  -0.793
H -5.41 5.33 -2.07  0.295
H -4.26 4.33 -2.97  0.296
H -3.69 5.75 -2.10  0.272
H -5.57 5.36 0.79  0.328
H -3.90 5.91 0.92  0.324
H -4.43 4.52 1.87  0.266
H -6.43 3.01 -0.72  0.234
H -5.48 1.97 0.36  0.282
H -5.28 1.84 -1.38  0.301
H -2.40 2.09 -0.82  0.244
H -0.47 5.23 -2.03  0.241
H 0.49 3.75 -2.11  0.278
H 1.03 5.09 -1.09  0.290
H -1.50 6.15 0.71  0.269
H -0.01 5.63 1.51  0.316
H -1.58 5.05 2.09  0.291
H 0.41 1.69 0.21  -0.041
H 0.03 2.33 1.81  0.340
H 1.37 3.01 0.87  0.323
C 3.54 -4.92 -1.04  -0.919
H 3.28 -5.97 -1.16  0.197
H 4.56 -4.66 -1.31  0.226